C38H69Cl10N7 as an isolated structure in a non-equilibrium geometry, computed with ωB97M-V/def2-TZVPD.

```
124
C38H69Cl10N7 ωB97M-V/def2-TZVPD
C -9.381 -16.242 -18.367
C -9.616 -17.442 -17.453
C -11.061 -17.981 -17.581
C -12.038 -16.929 -17.277
N -12.788 -16.108 -16.987
H -10.061 -15.417 -18.150
H -9.576 -16.462 -19.420
H -8.356 -15.886 -18.276
H -9.363 -17.134 -16.436
H -8.916 -18.248 -17.686
H -11.157 -18.776 -16.840
H -11.211 -18.406 -18.570
C -4.941 -15.873 -25.466
C -6.046 -16.152 -24.469
C -6.170 -15.055 -23.386
C -6.647 -13.753 -23.830
N -7.038 -12.737 -24.192
H -3.980 -15.810 -24.935
H -5.038 -14.966 -26.058
H -4.729 -16.732 -26.110
H -5.876 -17.094 -23.947
H -7.013 -16.251 -24.970
H -5.198 -14.968 -22.902
H -6.921 -15.469 -22.712
C -5.205 -21.255 -15.705
C -4.000 -21.266 -16.643
C -3.548 -19.840 -16.990
C -4.615 -19.068 -17.613
N -5.447 -18.435 -18.086
H -4.944 -21.015 -14.669
H -5.624 -22.261 -15.625
H -6.030 -20.578 -15.925
H -4.302 -21.740 -17.579
H -3.258 -21.883 -16.144
H -2.654 -19.812 -17.613
H -3.290 -19.326 -16.058
C -2.532 -7.564 -17.421
C -3.562 -7.097 -18.448
C -4.067 -8.185 -19.409
C -4.177 -9.524 -18.845
N -4.266 -10.574 -18.387
H -2.885 -8.512 -17.011
H -2.275 -6.810 -16.682
H -1.558 -7.832 -17.853
H -3.228 -6.233 -19.018
H -4.402 -6.757 -17.836
H -3.410 -8.253 -20.280
H -5.065 -7.948 -19.785
C -3.216 -12.912 -21.761
C -3.624 -11.780 -22.691
C -3.528 -12.208 -24.159
C -4.274 -11.330 -25.076
N -4.846 -10.636 -25.787
H -4.046 -13.633 -21.739
H -3.077 -12.649 -20.713
H -2.308 -13.462 -22.014
H -2.904 -10.985 -22.468
H -4.632 -11.431 -22.481
H -3.937 -13.214 -24.294
H -2.497 -12.286 -24.508
C -0.234 -11.381 -20.209
C 0.074 -11.816 -18.791
C -0.916 -12.840 -18.247
C -1.140 -13.980 -19.170
N -1.267 -14.850 -19.909
H -1.280 -11.128 -20.398
H 0.037 -12.171 -20.916
H 0.333 -10.522 -20.576
H 0.111 -10.963 -18.109
H 1.095 -12.205 -18.735
H -1.872 -12.338 -18.093
H -0.544 -13.302 -17.333
C -5.586 -11.271 -13.550
C -4.385 -11.893 -14.265
C -4.071 -11.182 -15.597
C -3.804 -9.760 -15.473
N -3.623 -8.631 -15.396
H -5.293 -10.289 -13.164
H -5.904 -11.834 -12.673
H -6.429 -11.125 -14.225
H -4.708 -12.871 -14.627
H -3.529 -12.017 -13.607
H -4.881 -11.291 -16.318
H -3.188 -11.683 -16.001
Cl -6.409 -14.805 -20.023
C -5.118 -15.298 -18.934
C -4.523 -14.141 -18.162
Cl -3.418 -14.788 -16.958
H -4.353 -15.806 -19.515
H -5.547 -15.986 -18.207
H -5.239 -13.492 -17.669
H -3.955 -13.518 -18.850
Cl -0.121 -16.503 -22.812
C -1.018 -15.421 -21.724
C -2.515 -15.540 -21.770
Cl -3.065 -17.175 -21.350
H -0.703 -14.411 -21.993
H -0.573 -15.570 -20.742
H -2.921 -15.277 -22.745
H -2.915 -14.811 -21.065
Cl -6.607 -20.794 -21.818
C -5.952 -19.394 -20.991
C -7.004 -18.495 -20.391
Cl -8.049 -17.782 -21.653
H -5.277 -18.907 -21.693
H -5.272 -19.753 -20.215
H -6.516 -17.671 -19.876
H -7.676 -19.035 -19.732
Cl -7.075 -11.071 -20.011
C -7.732 -10.330 -18.522
C -7.883 -11.406 -17.442
Cl -9.463 -12.230 -17.622
H -8.727 -9.967 -18.757
H -7.059 -9.544 -18.190
H -7.895 -10.930 -16.463
H -7.181 -12.229 -17.515
Cl -6.501 -18.367 -14.184
C -6.225 -16.900 -15.161
C -6.821 -15.712 -14.447
Cl -6.764 -14.277 -15.492
H -6.682 -17.009 -16.143
H -5.146 -16.827 -15.258
H -6.267 -15.437 -13.554
H -7.871 -15.892 -14.233
```

As for the largest force on an atom: 10.7 eV Å⁻¹. For the LUMO energy, the calculation gives -0.0020 Eh. The total energy is -176175.3265 eV. The value obtained for the HOMO energy is -8.93 eV.